(1)
8
Properties=species:S:1:pos:R:3:forces:R:3:mulliken_charge:R:1 method="wB97M-V/def2-TZVPD" multiplicity=1 smiles="FC=C(Br)Br.BrBr" relative_energy_ev=0.5201
C -0.569992 -0.301731 -0.623520 -1.702 0.191 -1.726 -0.1330
C -1.892157 -0.230991 -0.603822 -0.270 0.473 0.315 0.1103
F 0.049230 0.066665 -1.760396 0.646 -0.143 0.975 -0.2224
Br -0.369147 -3.401024 -2.711985 0.618 0.645 -0.889 0.0024
Br -2.901427 0.649974 -1.963247 0.317 -0.656 0.769 -0.0644
Br -2.667673 -0.903979 0.996693 -0.388 0.267 -0.462 -0.0953
Br -1.469142 -4.504496 -1.136715 -0.631 -0.597 0.906 -0.0021
H -0.116119 -0.760979 0.217749 1.409 -0.180 0.113 0.4046


(2)
49
Properties=species:S:1:pos:R:3:forces:R:3:mulliken_spin:R:1 method="wB97M-V/def2-TZVPD" multiplicity=3 total_charge=+1 relative_energy_ev=0.0000 s2=2.012
C -3.488350 1.041492 -2.756067 0.974 0.780 -0.846 -0.0335
C -2.727828 0.161687 -3.617594 -0.462 0.625 0.237 -0.0470
C -1.349928 0.611276 -3.621055 -0.431 0.518 0.643 0.0235
C -1.259013 1.770081 -2.753110 -0.405 0.039 -0.424 -0.0839
C -2.571131 2.029072 -2.220593 -0.428 -0.267 -1.182 0.1050
Mo -1.921485 0.023093 -1.559270 0.941 -1.045 0.384 2.0151
P -3.682210 -1.123138 -0.405597 -1.136 -0.568 0.446 -0.0176
H -4.556689 1.017598 -2.567916 0.257 -0.087 -0.036 -0.0021
H -3.134710 -0.673014 -4.180253 0.112 0.224 0.127 0.0077
H -0.524459 0.175365 -4.179031 -0.272 0.057 0.192 0.0236
H -2.858059 2.878238 -1.610249 0.094 -0.289 0.068 0.0196
H -0.369038 2.364993 -2.551804 -0.306 -0.216 -0.095 0.0100
H -3.433191 -2.391098 0.195564 -0.155 0.367 -0.088 0.0273
H -4.821424 -1.472659 -1.192717 0.322 0.121 0.376 0.0086
H -4.336677 -0.464282 0.680145 0.165 -0.371 -0.294 -0.0047
C -0.065670 -2.679713 4.435091 0.049 0.188 -0.401 -0.0008
C -0.906200 -1.578329 4.209004 0.214 -0.193 -0.358 0.0061
C -0.877397 -0.912890 2.971857 0.017 -0.073 0.200 0.0154
C -0.004641 -1.352306 1.972024 0.662 0.082 -0.813 -0.0006
C 0.802880 -2.471079 2.173701 0.032 -0.135 0.504 -0.0001
C 0.789384 -3.123370 3.416656 -0.252 0.084 -0.053 0.0012
Sb 0.250527 -0.253991 0.062003 -0.178 0.263 0.628 -0.0834
C 0.516594 1.744148 0.941666 0.720 -0.677 -0.251 -0.0261
C -0.375596 2.802130 0.747605 -0.114 0.154 0.146 0.0480
C -0.234113 3.983536 1.493648 0.321 -0.208 0.079 0.0231
C 0.811557 4.111277 2.422180 -0.073 -0.397 -0.277 0.0020
C 1.724400 3.057783 2.585940 -0.216 0.040 -0.270 0.0003
C 1.586275 1.883631 1.828306 0.086 0.406 0.426 -0.0094
C 1.880214 -1.015153 -1.253966 -0.106 0.488 1.119 -0.0034
C 2.995697 -0.202132 -1.461022 0.275 -0.166 -0.251 -0.0073
C 4.010916 -0.631296 -2.330023 -0.253 -0.125 -0.023 -0.0001
C 3.913071 -1.868752 -2.981129 -0.365 0.209 0.310 0.0013
C 2.796845 -2.682798 -2.747710 -0.042 0.306 0.136 0.0046
C 1.775939 -2.258527 -1.879511 0.174 -0.090 -0.164 0.0034
H -0.081563 -3.195489 5.397835 0.014 0.209 -0.321 -0.0001
H -1.581947 -1.238340 4.996807 0.210 -0.084 -0.289 0.0006
H -1.539799 -0.057458 2.813669 0.282 -0.156 0.030 0.0061
H 1.455495 -2.837363 1.377781 -0.087 0.134 0.278 0.0007
H 1.446927 -3.981693 3.581997 -0.276 0.303 -0.046 0.0003
H -1.198518 2.728638 0.031273 0.282 -0.099 0.247 -0.0363
H -0.939076 4.807504 1.347909 0.260 -0.333 0.043 0.0009
H 0.918251 5.030542 3.005313 -0.045 -0.376 -0.215 0.0001
H 2.544163 3.150774 3.301431 -0.244 -0.027 -0.262 0.0000
H 2.318938 1.077629 1.948040 -0.322 0.284 0.070 0.0002
H 3.087225 0.759691 -0.951697 0.001 -0.262 -0.170 -0.0004
H 4.877672 0.006959 -2.502139 -0.225 -0.164 0.064 -0.0001
H 4.698355 -2.191970 -3.668118 -0.269 0.090 0.271 0.0000
H 2.718862 -3.649092 -3.247536 -0.020 0.259 0.179 0.0002
H 0.918527 -2.911204 -1.699338 0.219 0.182 -0.076 0.0021


(3)
24
Properties=species:S:1:pos:R:3:forces:R:3:mulliken_charge:R:1 method="wB97M-V/def2-TZVPD" multiplicity=1 relative_energy_ev=1.1360
C 0.591996 -2.462544 1.177477 0.398 0.900 -0.895 -1.1007
C -2.995269 0.416797 -1.381851 2.761 -1.643 1.514 -0.8409
C 2.210727 1.391650 -1.251308 -0.615 -1.724 0.240 -0.8305
N -1.652471 -0.727354 0.825489 2.429 0.069 -0.961 -0.4179
N 1.172664 0.542949 1.219526 -2.568 -0.347 -0.924 -0.6147
O 0.090980 -0.761430 -1.082918 -0.366 -0.534 0.875 -0.6937
O -1.127692 1.730900 0.163123 -0.344 -1.254 -0.410 -0.6506
O -3.212369 1.068276 1.181781 -2.175 0.375 1.618 -0.6742
O 3.608042 1.506347 0.937113 -1.527 -0.632 0.081 -0.6533
O 3.008075 -0.761044 0.188101 -0.656 0.625 -0.125 -0.6329
P -0.022621 -0.931997 0.385569 2.604 1.211 -0.326 1.0317
S -2.193827 0.753987 0.276101 -0.498 2.260 -1.671 1.1260
S 2.603727 0.623756 0.360700 0.918 0.623 -0.526 1.1425
H 1.505402 -2.190182 1.719201 -0.311 -0.282 -0.065 0.3243
H -0.136699 -2.992429 1.745345 -0.647 0.037 0.881 0.4693
H 0.812496 -3.152666 0.362730 0.346 0.285 -0.197 0.3564
H -3.799258 -0.206658 -1.037849 -0.214 -0.701 -0.486 0.3054
H -3.309419 1.146428 -2.064335 -0.607 2.131 0.184 0.3838
H -2.151754 -0.010562 -1.954109 -0.615 -0.878 0.416 0.2972
H 2.041716 2.427384 -1.220357 0.831 1.708 0.797 0.3925
H 3.106355 1.107501 -1.844127 -1.067 0.172 -0.105 0.3138
H 1.171856 1.128402 -1.561441 1.258 -1.061 -0.252 0.2511
H -1.920340 -1.107983 1.721420 -0.670 0.591 0.202 0.3050
H 0.597691 1.460472 1.134609 1.337 -1.928 0.136 0.4104


(4)
22
Properties=species:S:1:pos:R:3:forces:R:3:mulliken_charge:R:1 method="wB97M-V/def2-TZVPD" multiplicity=1 smiles=CC(C)C.CC relative_energy_ev=2.1195
C -0.740098 0.783972 0.488922 -0.187 1.701 0.797 1.3383
C -2.015393 -0.156898 0.666244 0.244 -0.659 -3.387 -0.9730
C -0.656219 1.758009 -0.795490 -1.000 -1.719 0.383 -1.0690
C -0.576794 1.617263 1.784575 -3.511 1.773 -1.554 -1.5953
H 0.213402 0.234631 0.439077 -1.042 -0.213 0.205 -0.5626
H -1.677921 -1.122944 0.187579 -0.752 0.753 -0.050 0.2831
H 0.143728 1.468084 -1.467146 0.068 -0.550 -0.195 0.2774
H -1.610432 1.623760 -1.323068 0.292 0.376 -0.148 0.2775
H -0.448808 2.811343 -0.664038 -0.351 0.248 0.848 0.3512
H -0.909829 1.089862 2.637259 0.253 -0.957 1.037 0.4176
H 0.429742 1.909649 1.826457 1.176 1.016 0.549 0.4370
H -3.033897 0.154493 0.107002 2.469 -0.407 1.447 0.2345
H -2.189820 -0.524282 1.662619 -0.179 0.684 0.663 0.3502
H -1.390036 2.511959 1.797608 2.229 -1.519 -0.274 0.2660
C 2.327016 -1.897669 -1.500683 -1.553 3.017 -0.319 -1.0834
C 1.354730 -1.749456 -0.349974 -1.559 0.764 1.540 -0.1899
H 3.085164 -1.099330 -1.503241 -0.214 -0.253 0.211 0.2789
H 2.800793 -2.791210 -1.460548 1.489 -2.797 -0.189 0.3896
H 1.775645 -1.746618 -2.419702 0.095 -0.469 -0.500 0.2802
H 0.468333 -1.099102 -0.541070 0.752 -0.729 -0.859 -0.2165
H 0.804214 -2.716690 0.023312 1.756 1.658 -0.287 0.3149
H 1.846482 -1.058822 0.404297 -0.475 -1.716 0.084 0.1932


(5)
91
Properties=species:S:1:pos:R:3:forces:R:3:mulliken_charge:R:1 method="wB97M-V/def2-TZVPD" multiplicity=1 total_charge=+2 relative_energy_ev=0.8721
Ta 0.265211 0.566592 0.473650 -0.345 0.225 0.076 2.6160
C 1.524058 3.695344 1.168901 0.040 0.033 -0.023 -1.1645
O 0.353087 2.877668 0.987490 -0.046 -0.075 0.056 -0.2197
C -0.787811 3.212290 1.725963 0.030 0.001 -0.053 0.6772
C -0.842132 4.163855 2.719729 -0.015 0.050 0.053 -0.6622
C -2.067315 4.380829 3.348953 0.030 -0.007 -0.019 -0.9157
C -3.200009 3.672486 2.979403 0.001 -0.019 -0.016 -0.8594
C -3.130866 2.721629 1.970069 -0.071 0.015 0.021 -0.6048
C -1.916231 2.488715 1.362881 -0.039 0.017 0.035 0.1255
N -1.667793 1.572970 0.298359 0.037 0.027 -0.109 1.9166
N -2.461218 1.648798 -0.684351 -0.069 0.035 0.167 -1.4930
C -2.087547 1.214598 -1.911591 0.133 -0.065 -0.120 -0.1307
C -0.726404 1.204663 -2.280607 -0.289 -0.154 -0.125 1.0197
O 0.226440 1.261210 -1.354292 -0.011 -0.152 0.130 0.1190
C -0.362092 1.195174 -3.636888 0.171 0.013 -0.008 -1.2326
C -1.324171 1.081705 -4.593862 -0.044 -0.007 -0.025 -0.7891
C -2.708810 1.017220 -4.276183 -0.013 0.004 0.052 0.9041
C -3.687326 0.891805 -5.282314 0.006 -0.014 -0.030 -1.0338
C -5.016787 0.865814 -4.954597 -0.027 -0.001 -0.011 -0.6236
C -5.409121 0.966203 -3.610296 0.047 0.001 0.032 -0.7032
C -4.472960 1.080045 -2.609985 -0.081 -0.003 -0.003 -0.8322
C -3.108240 1.109556 -2.927823 0.049 0.017 0.032 0.6778
H 1.264199 4.732811 0.970149 -0.013 -0.002 0.000 0.4561
H 1.914615 3.587154 2.181326 -0.005 -0.010 0.000 0.4604
H 2.256272 3.349319 0.446753 0.001 -0.006 0.008 0.2163
H 0.024106 4.743912 3.004130 0.002 -0.007 -0.004 0.5434
H -2.129996 5.123711 4.132333 0.007 0.001 -0.007 0.4822
H -4.141051 3.863627 3.475374 -0.002 -0.003 -0.005 0.4522
H -4.004877 2.170922 1.648919 0.008 -0.003 0.001 0.5694
H 0.689945 1.240540 -3.885525 -0.019 -0.008 -0.015 0.5620
H -1.035794 1.036077 -5.637473 0.014 0.008 0.005 0.4419
H -3.372369 0.823524 -6.316311 -0.002 0.002 0.005 0.4676
H -5.767894 0.775019 -5.727168 0.008 -0.002 -0.002 0.4262
H -6.461488 0.953395 -3.360140 -0.001 -0.001 0.000 0.4388
H -4.780703 1.149431 -1.575580 -0.006 0.002 -0.006 0.5053
N -3.287369 -1.110743 1.506261 0.017 -0.027 -0.009 -0.4811
N -2.377398 -1.945627 2.168087 0.002 0.125 -0.119 -0.0046
C -1.047106 -1.717733 2.090722 -0.042 -0.281 0.340 -0.4538
O -0.225272 -2.146046 2.854203 0.015 0.089 -0.114 -0.5315
O -0.686087 -0.964894 0.998809 -0.031 0.330 -0.360 0.6162
H -3.698380 -0.470436 2.177474 -0.006 0.015 0.006 0.2249
H -4.018224 -1.679959 1.099323 -0.009 -0.012 -0.016 0.2544
H -2.665626 -2.417061 3.013714 0.044 -0.025 0.037 0.2760
C 2.166297 -4.788277 2.081562 0.005 0.019 -0.007 -0.5997
C 2.904561 -3.619961 2.227028 -0.008 -0.006 0.005 -0.8569
C 2.740998 -2.582806 1.326497 -0.018 -0.009 -0.010 -0.5165
C 1.839975 -2.718270 0.267903 0.021 0.056 0.014 0.2526
C 1.104570 -3.889513 0.119266 -0.005 0.008 0.004 -0.5200
C 1.272350 -4.922816 1.030329 -0.017 -0.013 0.006 -0.7594
P 1.603266 -1.305222 -0.819896 0.073 -0.065 -0.139 1.7474
C 0.639515 -1.800157 -2.267555 -0.070 -0.022 0.071 0.2822
C 1.248809 -1.922893 -3.513623 -0.005 -0.018 0.004 -0.7160
C 0.488282 -2.263497 -4.623767 0.002 0.004 -0.004 -0.8475
C -0.877734 -2.469100 -4.497087 0.006 -0.008 -0.003 -0.8448
C -1.491774 -2.343657 -3.256956 -0.007 0.006 0.017 -0.8246
C -0.738487 -2.012476 -2.142240 0.083 0.010 -0.037 0.3146
C 3.232111 -0.799374 -1.407802 -0.042 0.025 0.004 0.0523
C 3.447236 0.510280 -1.838908 0.024 -0.028 0.032 -0.0950
C 4.680439 0.874489 -2.355760 -0.020 0.024 0.001 -1.0303
C 5.699726 -0.063754 -2.447851 -0.002 -0.025 0.008 -0.6220
C 5.487946 -1.368352 -2.023599 0.008 0.011 -0.008 -0.8076
C 4.257462 -1.739969 -1.503003 -0.016 0.022 -0.011 -0.2816
H 2.296704 -5.599350 2.785322 -0.002 0.001 -0.001 0.4378
H 3.611724 -3.522971 3.040161 -0.001 -0.003 -0.004 0.4434
H 3.328210 -1.676940 1.427337 0.007 -0.001 0.011 0.5295
H 0.414175 -4.004230 -0.706740 0.011 -0.014 0.001 0.3962
H 0.708031 -5.838083 0.911920 0.005 0.001 -0.001 0.4526
H 2.313693 -1.759192 -3.617435 -0.007 0.001 -0.023 0.4706
H 0.967093 -2.371852 -5.588005 -0.001 0.000 0.004 0.4649
H -1.466602 -2.737002 -5.364746 0.002 0.005 0.001 0.4778
H -2.557007 -2.509058 -3.159144 0.004 0.001 0.003 0.4652
H -1.219309 -1.932296 -1.174625 -0.039 0.009 -0.006 0.2631
H 2.652456 1.243357 -1.783740 -0.009 0.014 -0.012 0.3888
H 4.846570 1.889972 -2.690238 0.001 -0.004 0.002 0.4877
H 6.660898 0.222954 -2.853068 0.000 -0.005 0.001 0.4306
H 6.280878 -2.099917 -2.100854 -0.002 -0.001 0.005 0.4703
H 4.094523 -2.758734 -1.176105 0.015 -0.009 0.003 0.5229
C -0.011063 0.460912 6.310029 -0.030 -0.006 0.056 -0.8982
N 0.638551 0.615916 5.004467 -0.022 0.004 -0.047 0.1561
C 1.972271 0.649454 4.870592 0.012 -0.009 0.087 0.1477
C 2.605812 0.742862 3.660433 0.125 -0.012 -0.089 -1.3247
C 1.747604 0.794344 2.566259 0.014 -0.043 0.147 0.1438
O 2.086580 0.797717 1.281558 0.475 0.044 0.222 -0.6948
N 0.426316 0.810279 2.689211 0.007 -0.085 -0.119 0.7688
C -0.220214 0.658249 3.891194 -0.074 -0.026 -0.015 -0.5234
O -1.418410 0.570431 4.005338 0.017 0.007 -0.009 -0.5809
H 0.749390 0.461609 7.085041 0.014 0.007 -0.016 0.3526
H -0.564212 -0.474866 6.329509 0.010 -0.010 -0.011 0.3186
H -0.707359 1.280493 6.467578 0.006 0.008 -0.006 0.3057
H 2.536602 0.585726 5.792038 -0.015 0.002 0.003 0.5036
H 3.679119 0.739464 3.564178 -0.009 0.001 0.008 0.5827